Formula: CH3F2N2P
Source: the Open Molecules 2025 dataset
Level of theory: wB97M-V/def2-TZVPD

Its SMILES is [H]/N=C/P(=N)(F)F. For the LUMO energy, the calculation gives -0.059 eV. The HOMO energy is -9.554 eV.

Last columns: bonded neighbours and bond lengths (Å).
Geometry (Å):
1 F 1.8775 1.1096 -0.8730  P4 1.617
2 N -0.3145 1.7778 0.2219  C5 1.228, H7 0.951
3 H -1.0582 0.1486 1.3780  C5 1.170
4 P 1.2404 -0.1562 -0.0939  F1 1.617, C5 1.869, N8 1.810, F9 1.672
5 C -0.3215 0.6071 0.5937  N2 1.228, H3 1.170, P4 1.869
6 H 2.2442 -2.0294 -1.2349  N8 1.086
7 H -1.1171 2.2702 0.3527  N2 0.951
8 N 1.3053 -1.8547 -0.7171  P4 1.810, H6 1.086
9 F 2.1553 0.0573 1.2890  P4 1.672